Formula: CF3IOS
Source: OMol25
Level of theory: ωB97M-V/def2-TZVPD

XYZ file:
```
7
Properties=species:S:1:pos:R:3:forces:R:3:lowdin_charge:R:1
I -1.913 -0.241 2.262 -0.462 0.005 0.402 0.59
S -0.866 1.164 0.636 -2.070 -1.389 -5.362 0.56
F 1.326 -0.563 1.149 -1.264 -0.284 -0.176 0.10
F -0.272 -1.370 -0.230 1.249 1.147 0.718 0.06
F 1.088 0.263 -0.778 0.403 -0.019 -1.251 0.13
O -1.714 1.164 -0.787 2.974 0.096 5.335 -0.59
C 0.419 -0.282 0.195 -0.830 0.444 0.336 -0.85
```
Positions in Å, forces in eV/Å.

Results
HOMO-LUMO gap in eV: 8.8
Multiplicity: 1
E_tot in a.u.: -1108.7657



Formula: C2H2F2KLiO
Source: OMol25
Level of theory: ωB97M-V/def2-TZVPD

XYZ file:
```
9
Properties=species:S:1:pos:R:3:forces:R:3:lowdin_charge:R:1
K 3.102 1.633 -2.051 0.113 0.031 -0.004 0.99
F 1.191 0.763 0.009 0.845 -1.115 0.565 -0.04
F -1.345 0.693 0.143 -0.090 0.390 -0.883 -0.02
O 0.123 -1.123 -0.655 -1.167 0.592 -0.062 0.15
C 0.755 -0.537 0.403 -0.633 1.982 0.066 -0.20
C -0.696 -0.504 0.340 0.460 -2.466 0.848 -0.19
Li -3.146 1.347 -0.160 0.000 0.040 0.039 0.94
H 1.384 -1.090 1.102 0.196 0.358 -0.391 0.19
H -1.368 -1.183 0.869 0.276 0.187 -0.178 0.18
```
Positions in Å, forces in eV/Å.

Results
Charge: +2
HOMO-LUMO gap in eV: 12.0
Multiplicity: 1
E_tot in a.u.: -959.2835



Formula: C60H44ClN5O6P2SY
Source: OMol25
Level of theory: ωB97M-V/def2-TZVPD

XYZ file:
```
120
Properties=species:S:1:pos:R:3:forces:R:3:lowdin_charge:R:1
Y -0.359 0.492 0.483 -0.133 0.140 -1.122 1.29
Cl -8.469 0.749 2.322 -0.120 0.010 0.037 0.64
S 2.075 -1.376 -2.648 -0.362 -0.183 0.031 0.96
P -1.136 -0.300 -2.409 -0.517 -0.521 -1.154 1.14
P 0.931 -2.130 0.241 0.667 -1.173 0.016 1.08
O -1.633 1.637 1.904 -0.063 0.189 0.402 -0.14
O 0.923 1.333 -1.063 1.163 0.574 -0.401 -0.28
O -2.413 0.724 -0.422 -0.615 0.078 0.072 -0.21
O 2.299 1.518 -3.516 -0.061 -0.347 0.007 -0.14
O -2.185 -1.108 0.783 -0.014 0.015 0.074 -0.05
O 3.464 -1.543 -3.131 0.307 0.124 -0.280 -0.48
N 0.322 -0.474 2.353 0.141 -0.515 1.386 0.01
N -2.622 -2.692 5.145 0.074 0.065 -0.035 0.09
N 0.280 2.653 2.677 -0.142 0.186 0.615 0.06
N 0.811 2.296 1.458 -0.002 0.250 0.305 -0.08
N -0.762 -1.280 4.368 0.220 0.134 0.467 0.13
C -6.236 1.447 0.974 -0.027 -0.004 -0.010 -0.10
C -1.758 -2.038 4.729 -0.317 -0.113 -0.227 -0.40
C -1.616 3.452 6.334 0.022 -0.004 0.012 -0.10
C 1.651 -4.053 -3.349 0.055 0.193 -0.087 -0.06
C 1.324 -3.573 2.666 -0.043 -0.025 -0.120 -0.08
C 4.659 3.174 -1.301 0.110 0.053 -0.068 -0.10
C 2.081 1.949 -1.136 0.032 0.162 0.040 -0.27
C 3.223 -0.675 0.889 -0.095 -0.078 -0.037 -0.09
C -4.920 -0.924 1.607 0.077 -0.001 -0.046 0.00
C -4.291 0.036 0.827 0.039 -0.019 0.116 -0.13
C -4.948 1.222 0.517 0.024 -0.086 0.016 0.00
C 5.469 -1.518 0.916 -0.008 0.001 -0.003 -0.08
C 4.580 -0.470 1.088 0.022 0.068 0.031 -0.06
C -0.975 3.234 5.125 -0.005 0.003 -0.040 -0.03
C -3.503 2.390 -4.540 -0.018 -0.015 -0.063 -0.08
C -6.855 0.471 1.741 0.154 0.004 -0.064 -0.67
C 2.741 -1.923 0.507 -0.053 0.064 -0.022 -0.37
C -1.102 -1.130 -5.168 0.039 0.022 0.027 -0.08
C -4.837 -2.164 -2.146 -0.079 -0.036 0.003 -0.07
C -0.954 2.231 2.815 0.386 0.367 -0.095 -0.47
C 1.441 2.441 -4.172 0.000 -0.032 -0.107 -0.05
C -2.879 -0.156 0.371 -0.853 0.110 -0.127 -0.64
C -0.505 -1.422 -6.382 -0.021 0.027 -0.072 -0.07
C -3.870 -1.174 -2.250 0.084 -0.017 -0.036 -0.10
C 1.504 -3.088 -2.363 -0.094 0.044 0.430 -0.36
C -2.881 2.924 6.559 -0.050 0.016 0.023 -0.10
C -0.354 -0.913 -4.007 0.309 -0.101 0.094 -0.30
C -3.146 -3.850 -2.354 0.069 -0.032 0.005 -0.08
C 0.778 -5.711 -1.864 -0.007 -0.058 0.043 -0.07
C -0.274 -0.903 3.278 0.283 0.174 -0.181 -0.32
C 4.092 2.554 -2.409 0.010 0.002 0.103 -0.01
C 3.646 -2.968 0.319 -0.012 0.044 0.018 -0.09
C 4.999 -2.766 0.529 0.077 -0.038 0.013 -0.08
C -3.142 3.609 -3.989 -0.028 0.022 0.036 -0.09
C 1.020 -1.153 -4.111 -0.156 0.051 0.057 -0.37
C 0.461 -3.236 1.628 -0.069 0.078 0.034 -0.39
C -2.528 -1.510 -2.412 0.005 -0.015 0.032 -0.34
C -2.199 3.642 -2.973 0.011 0.060 -0.029 -0.07
C 2.832 2.002 -2.342 -0.262 0.058 -0.091 -0.23
C 3.921 3.243 -0.144 0.050 0.019 0.171 -0.07
C -0.409 -4.893 3.695 0.030 -0.030 0.019 -0.10
C 2.659 2.645 -0.036 0.024 -0.230 -0.385 -0.16
C 1.037 -3.430 -1.088 -0.117 0.190 -0.206 -0.35
C -6.212 -0.713 2.063 -0.035 -0.076 0.040 -0.10
C 0.886 -4.399 3.692 -0.008 -0.056 0.080 -0.08
C -1.611 2.470 -2.527 -0.116 -0.106 0.011 -0.12
C 0.676 -4.761 -0.861 -0.004 0.043 -0.045 -0.08
C -4.480 -3.503 -2.195 -0.039 0.006 0.044 -0.09
C 0.877 -1.494 -6.480 -0.038 -0.006 -0.052 -0.08
C -0.851 -3.712 1.651 -0.036 0.117 0.044 -0.13
C -1.953 1.234 -3.080 0.122 -0.015 0.075 -0.32
C 1.949 2.820 1.202 -0.092 0.090 0.112 -0.08
C -2.865 1.954 4.364 0.063 0.038 -0.075 -0.02
C 1.637 -1.380 -5.332 0.216 0.026 0.129 -0.10
C 1.278 -5.362 -3.108 -0.005 -0.032 -0.075 -0.07
C -1.602 2.490 4.129 -0.201 -0.057 0.051 -0.14
C -2.916 1.216 -4.086 -0.016 0.092 0.048 -0.10
C -3.502 2.168 5.575 -0.003 -0.015 0.030 -0.08
C -1.280 -4.541 2.675 -0.013 -0.057 -0.122 -0.09
C -2.182 -2.862 -2.463 -0.029 0.085 -0.005 -0.09
H -0.752 -5.524 4.505 0.003 0.027 0.013 0.10
H 4.938 0.512 1.372 -0.022 0.003 -0.008 0.10
H 0.461 2.490 -3.700 0.048 -0.020 0.033 0.06
H 3.292 -3.943 0.007 0.001 -0.011 0.003 0.11
H 1.327 2.090 -5.199 -0.030 -0.023 0.029 0.09
H -0.880 2.512 -1.732 0.050 0.032 -0.023 0.09
H 2.394 3.471 1.955 -0.036 0.006 0.024 0.12
H 4.314 3.768 0.721 -0.008 -0.018 0.007 0.11
H 2.330 -3.176 2.689 0.019 -0.004 -0.011 0.10
H 4.623 2.498 -3.351 -0.058 0.014 -0.036 0.12
H 5.694 -3.585 0.386 -0.014 0.001 -0.011 0.10
H -3.606 4.524 -4.335 0.010 -0.002 -0.012 0.10
H 1.881 3.442 -4.179 0.063 -0.007 -0.022 0.10
H -1.126 -1.576 -7.257 0.009 -0.005 0.002 0.10
H 1.379 -6.106 -3.888 0.008 0.009 -0.005 0.10
H -4.428 1.967 -0.070 0.005 0.008 -0.005 0.13
H 0.316 -5.058 0.112 0.025 -0.055 -0.067 0.09
H -5.876 -1.887 -2.014 0.015 0.023 0.014 0.10
H -4.383 -1.828 1.863 -0.004 0.002 0.015 0.12
H -2.181 -1.096 -5.128 0.050 0.000 0.026 0.09
H 2.529 0.139 1.045 0.059 0.067 0.036 0.06
H -4.480 1.738 5.754 -0.002 0.010 -0.005 0.10
H -5.238 -4.270 -2.096 0.008 -0.004 -0.023 0.10
H -6.711 -1.455 2.671 -0.009 0.026 0.014 0.10
H -2.848 -4.892 -2.386 -0.009 0.005 0.001 0.10
H -1.542 -3.400 0.875 -0.005 -0.055 0.026 0.10
H 6.528 -1.364 1.080 0.002 0.003 -0.031 0.10
H 1.560 -4.643 4.506 0.004 0.001 -0.012 0.10
H 0.481 -6.733 -1.664 0.006 0.008 0.015 0.10
H 0.010 3.632 4.928 0.004 0.004 0.025 0.10
H -3.251 0.283 -4.508 -0.052 0.026 0.020 0.08
H 2.063 -3.778 -4.308 0.020 0.075 -0.093 0.11
H -4.161 -0.134 -2.190 -0.016 0.010 0.012 0.10
H 2.718 -1.474 -5.339 -0.020 -0.065 -0.024 0.11
H -3.382 3.104 7.503 0.010 -0.037 0.008 0.09
H -1.126 4.028 7.109 -0.002 0.018 -0.013 0.09
H 1.353 -1.678 -7.435 0.004 0.014 0.004 0.10
H -6.752 2.370 0.748 -0.022 -0.011 0.017 0.10
H 5.640 3.624 -1.373 0.011 -0.016 0.065 0.09
H -1.141 -3.137 -2.586 -0.019 -0.076 -0.015 0.09
H -4.248 2.346 -5.325 -0.008 -0.006 0.015 0.10
H -2.302 -4.898 2.687 -0.004 0.049 0.029 0.11
H -3.330 1.370 3.579 -0.021 -0.004 0.020 0.11
H -1.920 4.588 -2.525 0.019 -0.022 0.023 0.11
```
Positions in Å, forces in eV/Å.

Results
Charge: -1
HOMO-LUMO gap in eV: 7.5
Multiplicity: 1
E_tot in a.u.: -4617.7583



Formula: C5H9NS
Source: OMol25
Level of theory: ωB97M-V/def2-TZVPD

XYZ file:
```
16
Properties=species:S:1:pos:R:3:forces:R:3:lowdin_charge:R:1
S -0.295 -1.798 2.460 -0.059 -0.309 0.104 0.47
N 0.829 -0.541 2.292 -1.345 -0.117 -4.193 -0.46
C -0.295 0.188 -1.118 -0.403 1.146 1.830 -0.40
C -1.212 1.117 -0.313 1.229 -0.902 0.825 -0.05
C 0.778 -0.422 -0.223 -0.406 -2.531 1.308 -0.17
C 1.139 0.094 1.178 0.922 0.820 -0.470 -0.17
C -0.545 -0.203 -2.337 0.595 -1.469 -1.322 0.01
H -0.417 1.563 0.311 -0.864 1.049 -0.162 0.05
H 1.711 -0.660 -0.820 -0.918 0.208 0.883 0.14
H 1.804 0.991 1.210 -0.465 -0.892 0.585 0.14
H 0.257 -1.405 0.181 1.102 1.179 -1.406 0.07
H -1.880 1.888 -0.817 0.804 -1.491 0.685 0.11
H -1.552 -0.073 -2.691 -0.017 0.552 -0.674 0.06
H 0.135 -0.879 -2.905 -0.672 0.522 0.547 0.08
H 1.159 -0.250 3.145 1.279 1.251 2.111 0.04
H -1.615 0.390 0.447 -0.781 0.987 -0.653 0.09
```
Positions in Å, forces in eV/Å.

Results
HOMO-LUMO gap in eV: 8.1
Multiplicity: 1
SMILES: C=C(C)C/C=[NH+]\[S-]
E_tot in a.u.: -648.7460



Formula: C5H7NO
Source: OMol25
Level of theory: ωB97M-V/def2-TZVPD

XYZ file:
```
14
Properties=species:S:1:pos:R:3:forces:R:3:lowdin_charge:R:1
O -3.424 1.003 -0.062 0.440 -1.645 0.466 0.06
N -2.009 -0.894 0.078 -0.302 -2.270 0.069 0.01
C -2.451 0.311 0.121 -1.108 3.848 -0.406 -0.30
C 0.306 0.065 0.366 -0.554 -0.121 1.502 -0.15
C -0.586 -1.016 -0.148 2.547 -2.662 2.216 -0.23
C 2.377 1.350 0.088 2.436 0.880 -0.275 -0.01
C 1.399 0.468 -0.340 1.036 -1.820 -2.493 -0.25
H 1.535 -0.195 -1.336 -0.052 2.083 1.962 0.15
H -2.620 -1.733 -0.040 0.609 0.802 -0.054 0.17
H 2.256 1.865 1.066 0.014 -0.402 -0.840 0.06
H -0.335 -1.066 -1.175 -0.202 -0.566 -1.286 0.08
H -0.108 -2.041 0.393 -1.682 2.313 -1.426 0.18
H 0.224 0.306 1.435 -0.192 0.333 -0.539 0.12
H 3.436 1.577 -0.447 -2.989 -0.774 1.103 0.10
```
Positions in Å, forces in eV/Å.

Results
HOMO-LUMO gap (alpha / beta) in eV: 8.0 / 9.7
Multiplicity: 3
E_tot in a.u.: -324.5472



Formula: C11H33B4N6O20PS
Source: OMol25
Level of theory: ωB97M-V/def2-TZVPD

XYZ file:
```
76
Properties=species:S:1:pos:R:3:forces:R:3:lowdin_charge:R:1
S -1.740 -5.924 1.536 0.571 -0.656 0.177 0.59
P 0.039 -0.825 -0.780 -0.529 0.910 0.764 0.81
O -1.419 -2.122 -2.925 -0.051 -0.539 1.275 0.25
O 5.287 -2.408 -1.326 0.052 -0.033 -0.022 0.07
O -0.600 -6.303 2.314 0.101 0.302 -0.031 -0.28
O 5.582 2.451 -0.119 -0.023 0.131 0.021 0.05
O -2.676 -6.940 1.189 -0.466 0.296 -0.010 -0.27
O -5.684 -0.035 -0.365 -0.077 -0.659 -0.110 0.15
O -0.197 0.335 0.129 0.193 0.146 -0.026 -0.46
O 4.083 7.046 -0.027 0.037 -0.023 -0.023 0.07
O 6.521 3.937 4.376 -0.038 0.028 -0.018 0.07
O -3.788 -1.975 -2.907 0.359 -0.431 1.229 0.27
O -2.484 -0.186 -2.059 -0.006 -0.607 1.213 0.27
O 3.265 -1.916 -0.783 0.036 -0.047 -0.014 0.02
O -5.776 0.544 -4.366 0.094 -0.009 -0.010 0.11
O -2.542 -4.790 2.323 -0.046 -0.091 -0.432 -0.15
O 4.064 1.888 1.297 -0.002 -0.048 0.022 0.07
O -7.215 0.429 -2.771 -0.090 -0.017 0.020 0.07
O 7.418 3.233 2.547 0.084 -0.043 0.061 0.07
O 2.583 6.427 1.390 -0.048 0.025 0.015 0.06
O -2.834 1.261 4.316 -0.005 -0.006 0.052 0.07
O -3.071 -0.124 2.684 0.099 0.102 0.194 0.04
N -6.907 0.520 -3.947 0.026 0.012 0.007 -0.42
N -2.705 0.935 3.157 0.053 0.014 -0.185 -0.43
N 7.425 3.431 3.744 0.123 -0.054 0.026 -0.43
N 4.821 2.695 0.799 0.110 0.047 0.034 -0.42
N 3.325 7.251 0.897 -0.034 0.079 0.018 -0.44
N 4.406 -1.614 -1.084 -0.038 0.043 0.014 -0.44
C 8.633 3.022 4.512 0.103 -0.067 -0.072 0.05
C -1.505 -5.138 -2.466 -0.047 0.139 -0.062 -0.19
C -2.050 1.885 2.216 0.092 0.153 0.136 0.05
C -1.166 -5.070 0.061 -0.083 0.005 0.189 -0.22
C -4.207 -1.866 0.610 0.205 0.137 -0.644 0.00
C -2.796 -4.296 -2.443 0.516 -0.055 -0.012 -0.04
C -8.009 0.613 -4.942 -0.150 -0.008 0.051 0.06
C 4.810 4.067 1.360 -0.089 0.192 -0.172 0.03
C 3.292 8.619 1.484 0.086 0.105 -0.057 0.05
C 4.751 -0.166 -1.153 -0.161 -0.133 -0.096 0.03
C -1.270 -5.945 -1.185 0.259 -0.145 -0.447 -0.21
B -3.659 -0.976 -1.930 -0.552 0.710 -1.421 -0.36
B -1.417 -1.034 -2.061 0.511 0.286 -1.414 -0.60
B -2.652 -2.785 -2.801 -0.401 0.123 -1.213 -0.53
B -4.626 -0.876 -0.545 -0.181 0.087 0.325 -0.36
H -1.546 -5.820 -3.316 0.076 -0.110 0.055 0.12
H 5.089 0.033 -2.166 0.090 -0.020 0.025 0.11
H -1.749 -4.152 -0.008 -0.114 -0.060 -0.094 0.07
H -3.185 -4.298 -1.417 -0.258 0.106 -0.053 0.11
H 9.030 3.913 4.988 -0.053 -0.001 0.058 0.10
H -8.953 0.579 -4.411 0.022 -0.004 0.041 0.10
H 3.869 0.407 -0.903 -0.017 -0.014 0.072 0.08
H -3.597 -4.735 -3.038 -0.031 -0.063 -0.009 0.12
H -0.633 -4.504 -2.643 -0.048 0.106 0.009 0.11
H -7.902 -0.229 -5.618 0.060 0.031 -0.041 0.10
H -2.043 -6.704 -1.081 -0.149 0.123 0.172 0.11
H 4.000 9.237 0.946 0.011 -0.030 -0.027 0.09
H 1.283 -0.822 -1.426 -0.050 -0.315 -0.152 -0.01
H -1.181 1.385 1.795 -0.063 -0.070 -0.129 0.06
H 9.345 2.590 3.819 -0.026 0.004 -0.034 0.10
H -2.769 2.104 1.433 0.013 -0.074 -0.051 0.10
H 2.278 8.990 1.379 -0.028 -0.040 0.062 0.10
H -1.779 2.776 2.770 -0.045 -0.020 0.042 0.09
H -7.884 1.551 -5.473 0.058 -0.026 -0.047 0.10
H 5.061 3.988 2.408 -0.062 -0.024 0.096 0.07
H 5.544 0.014 -0.442 0.065 -0.004 -0.004 0.09
H 8.313 2.300 5.257 -0.028 0.053 0.047 0.10
H -0.328 -6.484 -1.299 -0.031 -0.099 0.055 0.12
H -6.078 0.174 -1.223 0.013 0.583 0.012 0.05
H -1.979 -4.003 2.350 -0.056 0.158 0.354 0.09
H 3.559 8.526 2.532 -0.073 -0.025 0.021 0.10
H -0.134 -4.796 0.278 0.016 0.020 -0.005 0.11
H 3.809 4.467 1.232 -0.056 -0.099 -0.010 0.08
H -4.702 -2.824 0.412 -0.148 0.013 0.086 0.09
H 5.538 4.660 0.821 0.039 -0.047 -0.020 0.09
H -4.463 -1.492 1.592 -0.020 -0.174 0.168 0.05
H -3.132 -2.076 0.537 0.053 0.016 0.339 0.06
H 0.010 -2.032 -0.042 0.247 -0.296 -0.393 0.01
```
Positions in Å, forces in eV/Å.

Results
HOMO-LUMO gap in eV: 9.2
Multiplicity: 1
E_tot in a.u.: -3110.9352



Number 1: largest force on an atom 0.119 hartree/bohr. Number 2: largest force on an atom 0.051 hartree/bohr. Number 3: largest force on an atom 0.029 hartree/bohr. Number 4: largest force on an atom 0.086 hartree/bohr. Number 5: largest force on an atom 0.084 hartree/bohr. Number 6: largest force on an atom 0.033 hartree/bohr.